No. 1
This record from the Open Molecules 2025 dataset describes 13 unconnected molecules or ions with the total composition C20H66O13. The level of theory is wB97M-V/def2-TZVPD.

```
99
Properties=species:S:1:pos:R:3:forces:R:3
C 0.248 -5.279 0.715 -0.16 -0.30 -0.65
C 1.190 -4.127 0.440 -0.18 -2.44 -1.22
O 1.855 -3.848 1.618 2.08 1.24 0.03
H -0.418 -5.434 -0.140 0.14 -0.07 0.11
H -0.333 -5.078 1.569 -1.04 0.23 1.25
H 0.783 -6.223 0.944 -0.04 0.65 -0.30
H 0.792 -3.262 -0.041 -0.89 0.66 0.03
H 1.751 -4.632 -0.353 1.21 0.56 -0.04
H 2.621 -3.268 1.368 -1.00 -0.65 0.77
C -2.474 -0.380 -3.531 0.28 0.94 1.58
C -3.507 0.586 -4.048 -1.05 0.04 -0.54
O -2.960 1.511 -4.932 1.15 1.21 -0.64
H -2.954 -1.289 -3.329 -0.75 -1.58 0.05
H -2.138 -0.069 -2.499 0.14 -0.07 -1.28
H -1.617 -0.582 -4.180 -0.32 0.38 -0.05
H -4.092 1.102 -3.294 0.42 0.02 0.89
H -4.296 0.145 -4.633 -0.33 -1.32 -0.13
H -3.514 2.293 -4.931 0.07 0.17 -0.11
C -2.551 1.165 0.239 -1.02 1.21 -0.61
C -4.022 1.600 0.543 2.91 0.03 0.33
O -4.657 1.785 -0.678 -1.71 0.58 -0.16
H -2.538 0.707 -0.729 -0.18 -0.50 -0.54
H -2.216 0.437 0.937 0.67 -0.30 0.72
H -1.874 2.055 0.086 -0.78 -0.97 0.73
H -3.859 2.548 0.999 -0.38 1.07 0.74
H -4.502 0.982 1.301 -0.33 -0.50 -0.43
H -5.376 2.416 -0.474 0.35 -0.58 -0.66
C 0.453 -2.218 4.011 0.17 1.28 -0.84
C 0.599 -1.911 5.484 -1.23 -0.13 -0.57
O -0.636 -2.449 6.008 0.67 -0.01 1.30
H 0.561 -3.274 3.845 0.24 -0.31 -0.51
H 1.085 -1.562 3.381 0.61 -0.91 0.39
H -0.515 -1.853 3.606 0.03 -0.54 0.97
H 0.550 -0.844 5.546 0.17 0.91 0.50
H 1.536 -2.263 5.979 -0.79 -0.15 -0.41
H -0.722 -2.220 6.953 0.11 -0.14 -0.65
C -2.814 -2.706 -0.740 1.96 0.90 0.34
C -2.389 -3.087 0.704 -1.11 1.41 -1.84
O -1.290 -2.291 1.216 -2.53 0.77 -1.85
H -3.280 -1.740 -0.813 -0.10 0.84 0.66
H -3.608 -3.310 -1.124 0.03 -1.12 -0.35
H -1.916 -2.576 -1.389 -0.85 -0.84 0.25
H -2.230 -4.123 0.804 1.09 -1.30 -0.27
H -3.311 -3.012 1.230 -0.60 0.92 1.37
H -0.857 -2.907 1.736 1.82 -1.61 1.93
C 3.453 4.607 0.318 0.89 0.95 0.79
C 2.898 3.241 0.686 0.38 0.76 -5.39
O 3.520 2.253 -0.143 1.15 -1.42 1.61
H 2.979 5.228 1.063 -0.19 0.92 0.23
H 3.045 4.919 -0.651 0.52 -0.20 0.16
H 4.580 4.859 0.410 -1.74 -1.03 -0.24
H 1.874 3.280 0.304 -0.15 -0.05 0.09
H 2.790 3.053 1.666 0.47 -0.98 3.62
H 4.165 1.708 0.403 -1.34 0.98 -0.90
C -0.142 1.669 -3.196 1.14 -2.60 -1.14
C 1.109 2.385 -3.578 0.14 0.75 0.44
O 0.763 3.756 -3.817 0.56 -0.42 -0.66
H 0.059 0.563 -3.077 0.10 0.96 0.22
H -0.795 1.666 -4.066 -0.60 0.63 0.56
H -0.483 2.039 -2.263 -1.02 0.39 0.65
H 1.509 1.967 -4.484 0.17 0.01 -0.62
H 1.902 2.272 -2.827 -0.10 0.23 0.07
H 0.701 4.200 -2.969 0.02 0.08 0.31
C -1.163 1.124 3.593 1.72 -0.99 -0.84
O -1.757 0.637 4.745 -0.89 2.00 1.32
H -0.165 1.539 3.771 0.00 0.21 0.07
H -1.728 1.786 2.987 -0.94 1.05 -0.22
H -1.019 0.276 2.973 0.39 -0.86 -0.78
H -1.958 1.499 5.176 -0.23 -1.35 0.48
C 0.368 -2.496 -2.582 -2.15 0.12 -2.02
O 0.160 -3.900 -2.653 0.06 -0.12 0.56
H 0.927 -2.310 -3.458 0.55 1.09 -1.12
H 0.963 -2.167 -1.795 0.70 0.46 1.89
H -0.601 -1.913 -2.685 1.22 -0.89 0.44
H 0.971 -4.184 -3.089 -0.31 -0.61 0.12
C 3.557 -1.284 -2.905 4.11 -0.12 -2.85
O 3.391 -0.202 -2.127 -0.46 1.53 1.14
H 3.647 -2.217 -2.457 -0.18 -1.72 1.48
H 4.554 -1.201 -3.446 -0.87 -0.02 0.33
H 2.863 -1.347 -3.653 -2.11 -0.17 -2.06
H 3.208 -0.615 -1.308 -0.38 0.51 1.94
C -0.410 4.401 -0.436 0.81 0.64 1.54
O 0.626 4.896 -1.321 -0.81 -1.07 0.89
H -0.101 4.342 0.673 -0.08 0.60 -1.50
H -0.592 3.365 -0.648 -0.13 -0.22 -0.72
H -1.330 4.996 -0.494 0.18 -0.23 -0.17
H 0.657 5.846 -1.302 -0.08 0.59 0.17
C 3.145 0.786 3.339 0.30 -0.69 0.35
O 3.274 0.182 2.064 -0.24 0.79 -0.08
H 4.128 0.794 3.735 1.22 0.08 0.38
H 2.617 0.155 4.045 -0.64 -0.16 0.02
H 2.813 1.819 3.467 -0.46 0.02 -0.80
H 2.411 0.142 1.615 0.07 -0.19 0.40
C 0.445 0.256 -0.075 -2.48 -0.12 -0.40
O 0.814 -0.485 1.084 0.66 0.70 -0.95
H -0.490 -0.147 -0.542 0.82 -0.37 0.33
H 1.142 0.316 -0.891 0.93 0.02 0.16
H 0.050 1.232 0.197 0.76 0.45 0.19
H 0.097 -1.100 1.223 -0.44 -0.58 0.21
```
Forces are in eV/Å.

Calculated values
2S+1: 1
HOMO-LUMO gap in eV: 9.6

No. 2
This record from the Open Molecules 2025 dataset describes 2 unconnected molecules or ions with the total composition C3H10NS. The level of theory is wB97M-V/def2-TZVPD.

```
15
Properties=species:S:1:pos:R:3:forces:R:3
C -1.613 0.671 1.340 -0.39 -0.62 -0.18
N -2.239 -0.569 0.853 -0.02 0.58 -0.31
C -1.627 -0.947 -0.440 -0.21 -0.74 1.09
H -0.538 0.485 1.327 -0.23 0.22 0.27
H -1.829 1.545 0.704 0.06 -0.02 0.23
H -1.926 0.834 2.369 -0.01 0.29 0.01
H -3.278 -0.463 0.809 1.37 -0.18 -0.27
H -1.882 -0.319 -1.265 -0.40 0.69 -0.72
H -1.969 -1.964 -0.647 0.36 0.03 -0.26
H -0.508 -0.899 -0.381 -1.02 -0.40 0.28
C 2.675 -0.165 -1.249 -0.57 -0.23 -0.41
S 1.386 0.521 -0.140 1.25 -0.03 -0.76
H 3.506 0.525 -1.419 -0.15 0.15 0.42
H 3.047 -1.117 -0.879 0.10 0.11 0.15
H 2.276 -0.343 -2.264 -0.15 0.15 0.46
```
Forces are in eV/Å.

Calculated values
2S+1: 2
HOMO-LUMO gap (spin up / spin down) in eV: 9.6 / 6.7

No. 3
This record from the Open Molecules 2025 dataset describes 8 unconnected molecules or ions with the total composition C27H72ClN10O15. The level of theory is wB97M-V/def2-TZVPD.

```
125
Properties=species:S:1:pos:R:3:forces:R:3
Cl 2.664 -43.718 -5.988 -0.08 -2.27 0.55
O 3.209 -45.084 -6.103 -0.51 0.88 0.10
O 1.362 -43.733 -5.389 -0.41 -0.31 0.82
O 3.571 -42.964 -5.170 0.40 0.77 0.00
O 2.487 -43.179 -7.288 0.70 0.96 -1.48
C -0.051 -47.794 -1.754 -3.17 1.94 3.20
O -0.140 -47.154 -0.682 0.01 -1.26 -1.64
N 1.008 -48.020 -2.422 5.49 -0.55 -1.90
N -1.095 -48.329 -2.425 -2.14 -0.17 0.46
H 0.939 -48.319 -3.384 0.47 0.28 0.35
H 1.880 -47.654 -2.067 -0.04 -0.01 -0.29
H -2.001 -48.047 -2.080 0.05 -0.41 -0.51
H -0.931 -48.856 -3.271 -0.63 0.27 0.34
C 2.238 -36.783 -5.123 0.62 1.23 -0.13
O 1.842 -35.686 -4.817 -0.88 1.36 0.47
N 3.070 -37.015 -6.120 2.41 -0.12 -3.33
N 1.999 -37.900 -4.490 -1.31 -2.42 2.52
H 3.626 -37.858 -6.139 -0.23 0.24 -0.09
H 3.359 -36.290 -6.761 -0.26 -0.04 0.40
H 1.593 -37.810 -3.570 -0.07 -0.47 -0.32
H 2.257 -38.792 -4.889 -0.26 0.11 0.47
C 6.025 -47.523 -1.169 -1.84 1.22 0.00
O 5.082 -46.813 -0.814 0.72 -0.41 -0.57
N 6.589 -48.403 -0.375 0.75 -1.76 3.01
N 6.597 -47.558 -2.372 0.23 0.79 -2.32
H 6.124 -48.480 0.518 0.50 -0.30 -0.02
H 7.321 -49.038 -0.662 -0.40 0.17 0.32
H 7.308 -48.253 -2.548 -0.41 0.30 -0.34
H 6.042 -47.186 -3.129 0.40 0.02 -0.08
C 8.310 -43.891 -7.778 0.01 -0.82 0.04
O 9.577 -43.584 -8.332 0.41 1.00 -0.13
C 10.503 -42.870 -7.477 0.43 -1.00 -0.22
C 11.538 -42.090 -8.327 -0.64 0.34 -0.71
N 10.895 -41.296 -9.428 1.77 -0.70 0.89
C 10.540 -39.953 -9.051 -1.88 0.36 -0.19
C 9.049 -39.937 -8.619 0.95 0.90 -0.32
O 8.217 -40.121 -9.778 0.46 -0.54 0.12
C 6.824 -39.997 -9.486 0.78 0.96 0.87
H 7.786 -44.631 -8.382 0.42 0.04 -0.59
H 7.606 -43.060 -7.742 0.32 0.35 0.50
H 8.449 -44.441 -6.848 -0.19 0.53 0.54
H 11.046 -43.625 -6.908 0.24 -0.23 0.13
H 10.030 -42.279 -6.693 -0.48 0.42 -0.39
H 12.293 -42.741 -8.769 -0.42 -0.55 -0.19
H 12.175 -41.466 -7.700 -0.41 0.36 0.27
H 10.071 -41.843 -9.630 -0.28 0.24 -0.51
H 10.606 -39.180 -9.817 -0.03 -0.50 -1.03
H 11.210 -39.459 -8.347 -0.06 -0.77 0.82
H 8.918 -38.957 -8.159 -0.72 0.26 0.08
H 8.925 -40.701 -7.851 -0.53 -0.18 -0.07
H 6.689 -38.936 -9.280 -0.44 0.18 0.44
H 6.616 -40.583 -8.591 -0.46 -0.07 -0.06
H 6.120 -40.203 -10.292 0.70 -0.60 -0.28
C 10.940 -35.640 -3.938 0.58 -0.09 -0.21
O 9.835 -36.104 -3.223 0.73 -0.94 0.42
C 8.959 -35.157 -2.708 -1.72 -0.07 -1.04
C 7.638 -35.851 -2.363 1.22 -0.37 1.03
N 7.762 -36.614 -1.099 -1.28 0.09 -1.05
C 6.495 -37.369 -0.882 0.74 -0.01 0.22
C 6.500 -38.677 -1.667 -0.56 0.23 1.07
O 7.581 -39.442 -1.148 -0.09 0.23 -0.20
C 7.653 -40.745 -1.659 -0.17 -0.43 -0.65
H 10.722 -34.796 -4.592 -0.44 -0.10 -0.38
H 11.326 -36.499 -4.486 -0.16 0.14 -0.32
H 11.797 -35.288 -3.364 -0.09 0.02 0.81
H 8.608 -34.597 -3.575 0.48 1.17 -0.01
H 9.369 -34.561 -1.892 0.01 0.10 -0.02
H 7.444 -36.546 -3.180 -0.24 0.18 -0.41
H 6.838 -35.112 -2.310 0.00 -0.01 0.19
H 8.359 -37.383 -1.367 0.92 0.03 0.39
H 5.615 -36.790 -1.165 0.04 0.19 0.10
H 6.489 -37.568 0.189 -0.46 -0.27 -0.02
H 6.508 -38.465 -2.736 0.67 -0.23 -0.31
H 5.549 -39.182 -1.503 -0.14 -0.34 0.17
H 6.700 -41.270 -1.594 -0.23 0.00 0.19
H 8.400 -41.351 -1.146 0.04 0.39 0.25
H 7.915 -40.737 -2.718 0.12 0.05 -0.24
C -1.665 -42.649 2.470 1.79 -0.19 -0.90
O -0.343 -43.140 2.118 -0.89 -0.03 -0.13
C 0.423 -42.144 1.404 0.36 -1.07 1.01
C 1.620 -42.848 0.739 -1.05 -0.98 1.01
N 2.291 -43.665 1.778 0.89 0.50 0.15
C 3.069 -42.867 2.766 0.96 0.31 -1.20
C 4.426 -43.500 3.168 -1.39 -0.49 0.57
O 4.176 -44.502 4.183 0.93 0.91 -0.41
C 5.355 -45.085 4.706 -0.38 -0.84 -0.60
H -2.152 -43.324 3.173 0.20 -0.15 -0.26
H -2.176 -42.584 1.509 -0.70 0.21 0.27
H -1.555 -41.670 2.937 -0.25 0.24 0.04
H 0.788 -41.563 2.251 0.16 1.08 -0.47
H -0.205 -41.598 0.700 0.08 0.21 -0.01
H 2.325 -42.238 0.175 -0.10 0.78 0.24
H 1.229 -43.559 0.011 -0.13 -0.10 0.01
H 3.018 -44.114 1.240 0.05 -0.71 0.09
H 2.525 -42.475 3.625 -0.27 -0.76 0.20
H 3.376 -41.946 2.270 0.21 0.51 -0.29
H 5.108 -42.706 3.471 -0.04 0.13 0.78
H 4.956 -43.932 2.318 -0.28 -0.43 -0.35
H 6.023 -44.413 5.245 -0.26 0.26 0.29
H 5.960 -45.568 3.939 0.15 0.21 -0.57
H 5.032 -45.946 5.290 -0.02 0.36 0.55
C 1.967 -47.930 -15.016 -1.08 0.56 -0.84
O 1.638 -46.583 -14.708 -0.31 -0.70 0.30
C 2.454 -46.126 -13.673 0.38 0.13 0.47
C 2.261 -44.672 -13.432 -1.10 1.77 0.11
N 2.220 -43.842 -14.669 1.23 0.08 0.88
C 3.614 -43.577 -15.082 -0.90 0.11 -0.92
C 3.720 -42.711 -16.341 0.72 0.90 -0.27
O 3.202 -43.390 -17.435 -0.55 -1.40 -1.46
C 3.236 -42.760 -18.707 -0.77 0.80 0.51
H 1.817 -48.640 -14.203 0.20 0.20 0.39
H 2.980 -47.977 -15.417 0.12 -0.22 0.01
H 1.224 -48.177 -15.774 0.33 -0.34 -0.25
H 3.480 -46.332 -13.979 0.43 0.00 0.23
H 2.257 -46.616 -12.719 -0.01 -0.52 0.05
H 2.942 -44.329 -12.653 0.96 0.14 -0.59
H 1.374 -44.385 -12.867 -0.80 -0.85 -0.32
H 1.842 -44.465 -15.369 -0.35 0.09 -0.26
H 4.037 -44.542 -15.362 0.78 -0.01 0.11
H 4.139 -43.123 -14.242 0.13 0.00 -0.19
H 4.754 -42.481 -16.597 0.66 -0.18 0.48
H 3.280 -41.714 -16.316 -0.60 0.12 0.72
H 2.883 -43.434 -19.488 0.27 -0.31 0.32
H 4.159 -42.270 -19.018 0.71 -0.55 0.33
H 2.543 -41.919 -18.726 -0.44 0.18 0.18
```
Forces are in eV/Å.

Calculated values
Total charge: -1
2S+1: 1
HOMO-LUMO gap in eV: 8.0

Ordered energy above the lowest of the compared OMol25 structures with the same formula, charge and spin results: 677.4 75.9 137.5; unit kJ/mol.